# 1
The following is a quantum chemistry calculation of C25H36Br2GeN5Y as an isolated structure, from OMol25.

For the energy above the lowest of the compared OMol25 structures with the same formula, charge and spin, the calculation gives 1.677 eV. Its net charge is +4. The value obtained for the orbital gap is 0.23772 Ha.

Element x y z (Å)
Y: 0.60681 1.43834 -1.30964
C: -0.87629 4.27445 -0.34511
N: -0.18593 3.13696 0.33184
C: 0.98593 3.60449 1.13697
C: 2.01932 2.52797 1.24653
N: 2.08319 1.47997 0.40722
C: 3.20784 0.72744 0.82776
C: 3.74034 -0.46986 0.35322
C: 4.86813 -0.95141 0.98908
C: 5.45505 -0.27160 2.07057
C: 4.92751 0.90743 2.55569
C: 3.79329 1.37997 1.90719
N: 3.00072 2.50941 2.13546
C: -0.42225 4.35905 -1.76521
N: 0.07697 3.30176 -2.43336
C: 0.26807 3.76280 -3.76434
C: 0.74225 3.12513 -4.90731
C: 0.80218 3.86452 -6.07153
C: 0.40419 5.21116 -6.11335
C: -0.06898 5.85524 -4.98937
C: -0.12488 5.09506 -3.82883
N: -0.54706 5.42392 -2.53725
H: -0.70461 5.21257 0.18596
H: -1.95420 4.09725 -0.32289
H: -0.86127 2.76525 0.99729
H: 0.66021 3.92478 2.12874
H: 1.42251 4.47837 0.64704
H: 3.30788 -1.00943 -0.48016
H: 5.31853 -1.87304 0.64637
H: 6.34164 -0.68361 2.53287
H: 5.37708 1.43007 3.38943
H: 3.15897 3.19962 2.85966
H: 1.05322 2.09040 -4.90386
H: 1.16211 3.39988 -6.97930
H: 0.46791 5.75197 -7.04748
H: -0.38051 6.89081 -5.01629
H: -0.91275 6.32448 -2.25234
Br: 2.73729 0.47540 -3.13670
C: 1.46995 -0.59282 -4.15357
Br: -0.33576 -0.43048 -3.42026
H: 1.76525 -1.63294 -4.07844
H: 1.44280 -0.22574 -5.17380
C: -4.94498 -4.16795 3.11563
C: -4.08221 -3.07068 2.50652
C: -3.29998 -2.29382 3.55780
C: -2.36200 -1.23348 2.92006
Ge: -0.75154 -2.02152 2.21661
C: -0.55313 -3.14245 0.69162
C: -0.53140 -4.34196 1.71061
C: -0.87682 -5.70215 1.06186
C: -2.32679 -5.86268 0.63689
H: -5.44687 -4.74533 2.34074
H: -5.71466 -3.74574 3.76144
H: -4.35081 -4.85650 3.71949
H: -4.70926 -2.37062 1.94637
H: -3.39072 -3.51008 1.77375
H: -2.73743 -2.97332 4.20544
H: -3.98551 -1.75951 4.21743
H: -2.03314 -0.49752 3.65665
H: -2.89688 -0.72726 2.11238
H: 0.51989 -1.89101 3.05800
H: 0.37059 -3.12214 0.12242
H: -1.43661 -3.17292 0.05918
H: -1.28045 -4.20574 2.53497
H: 0.44990 -4.40426 2.18318
H: -0.61031 -6.47145 1.78702
H: -0.20330 -5.82173 0.20986
H: -3.00660 -5.71651 1.47743
H: -2.49126 -6.87369 0.26780
H: -2.61036 -5.18295 -0.16963

Atoms 1-2, force components in eV/Å:
0.177 0.153 -0.553
-0.030 0.021 0.021

# 2
The following is a quantum chemistry calculation of one molecule with the formula C25H36BrCl3FN3O8S, from OMol25.

As for the SMILES: CCCOC[C@@]1(Cl)O[C@](CC(=O)F)([C@H](Cl)[C@H](C)Cl)[C@](Br)(CCCCCCCSc2nnco2)[C@]1(CCOC=O)ON=O. Its net charge is 0. The value obtained for the orbital gap is 0.33558 Ha.

Element x y z (Å)
C: -4.73724 -3.17372 3.80870
C: -3.60204 -2.12921 4.34410
C: -2.59900 -1.67350 3.14449
O: -2.80524 -0.24592 2.96904
C: -2.22091 0.20325 1.69678
C: -0.78969 0.90237 1.96980
Cl: -1.13540 1.78279 3.58013
O: 0.07110 -0.27135 2.14511
C: 1.34699 -0.32993 1.38573
C: 1.28199 -1.89527 0.91126
C: 2.03907 -2.89557 1.95414
O: 1.34292 -3.40786 2.87409
F: 3.41703 -3.25248 1.84921
C: 2.42134 0.02939 2.52684
Cl: 1.61715 -0.41049 4.16165
C: 2.89288 1.55168 2.70709
C: 4.50770 1.53394 2.98558
Cl: 2.20583 2.41111 4.21732
C: 0.96577 0.75223 0.20762
Br: -0.20090 -0.29805 -1.08742
C: 2.22967 1.25720 -0.64079
C: 2.65013 0.37729 -1.91466
C: 2.07032 0.95669 -3.33399
C: 1.49981 -0.20024 -4.29929
C: 0.06091 0.25596 -4.91647
C: -1.05919 -0.91606 -4.83096
C: -0.74362 -2.06802 -5.91026
S: 0.43380 -3.37797 -5.31506
C: 0.17672 -3.71914 -3.52244
N: -1.01275 -3.63491 -2.70755
N: -0.63385 -4.02523 -1.45844
C: 0.74913 -4.39475 -1.36664
O: 1.22841 -4.17855 -2.70023
C: -0.12087 1.80763 0.77103
C: -1.24084 2.44565 -0.17312
C: -2.10398 3.63909 0.53817
O: -1.65332 4.97288 0.08346
C: -2.75736 5.86095 -0.05928
O: -3.65562 5.80015 -0.93134
O: 0.34101 2.96778 1.54006
N: 1.04829 3.83650 0.78335
O: 1.14805 4.90217 1.30341
H: -4.40140 -3.73672 2.85987
H: -5.72247 -2.59936 3.64768
H: -4.93794 -4.00185 4.59659
H: -4.08820 -1.20891 4.85499
H: -3.04564 -2.68663 5.18126
H: -1.53639 -1.94894 3.50166
H: -2.86666 -2.30822 2.22750
H: -3.00357 0.94046 1.26531
H: -2.15391 -0.69989 0.99903
H: 1.81998 -2.07520 -0.08714
H: 0.19742 -2.29862 0.91873
H: 3.39195 -0.59700 2.41281
H: 2.75171 2.26184 1.83665
H: 4.78797 0.57369 3.56307
H: 4.85483 2.43230 3.60042
H: 5.07728 1.46106 1.97617
H: 2.08826 2.34038 -1.03319
H: 3.18980 1.31578 0.01122
H: 3.79959 0.52461 -2.03321
H: 2.52033 -0.75248 -1.80686
H: 2.83759 1.65266 -3.85427
H: 1.19902 1.66017 -3.03007
H: 1.46944 -1.22085 -3.78888
H: 2.21163 -0.24523 -5.21511
H: 0.14978 0.54439 -6.03743
H: -0.38658 1.16707 -4.38642
H: -2.12081 -0.51980 -5.06793
H: -1.07320 -1.26873 -3.74344
H: -0.35168 -1.54356 -6.86403
H: -1.72728 -2.59152 -6.19004
H: 1.32751 -4.77760 -0.45518
H: -2.06125 1.73482 -0.54116
H: -0.72602 2.85117 -1.13133
H: -2.14684 3.54284 1.67544
H: -3.20552 3.56864 0.17471
H: -2.79297 6.76077 0.67235

Atoms 1-2, force components in eV/Å:
-0.082 0.107 0.657
-0.282 -0.753 -0.040

# 3
The following is a quantum chemistry calculation of one molecule with the formula C25H36F3NO4S, from OMol25.

As for the SMILES: CCCCCCCCCCCCN1C/C(=C\C(=O)OCC)c2cc(C(F)(F)F)ccc2S1(=O)=O. For the energy above the lowest of the compared OMol25 structures with the same formula, charge and spin, the calculation gives 0.000 eV. Its net charge is 0. The value obtained for the orbital gap is 0.33007 Ha.

Element x y z (Å)
C: 0.18869 -3.08197 -2.94054
C: -0.64678 -1.80758 -2.97083
C: -1.79008 -1.84405 -1.95939
C: -2.57058 -0.53094 -1.94425
C: -3.59532 -0.48783 -0.81228
C: -4.40129 0.81272 -0.79329
C: -3.64725 2.01769 -0.22509
C: -3.51739 1.96920 1.29826
C: -3.08740 3.30688 1.90534
C: -1.64047 3.68950 1.59121
C: -0.62065 2.88841 2.40817
C: 0.64068 2.61636 1.58707
N: 0.31502 1.76543 0.46389
C: 0.31958 0.33968 0.65002
C: 1.62386 -0.35364 0.33185
C: 1.72890 -1.69306 0.40191
C: 0.65441 -2.58627 0.85845
O: -0.39225 -2.24187 1.35793
O: 0.99275 -3.86220 0.64092
C: 0.04152 -4.86139 1.00984
C: 0.16112 -5.22706 2.48218
C: 2.76987 0.44612 -0.10610
C: 4.08086 0.06104 0.18684
C: 5.14616 0.82957 -0.25408
C: 6.54423 0.39874 0.10316
F: 7.47000 0.88125 -0.73388
F: 6.89243 0.81712 1.33572
F: 6.68573 -0.93489 0.10912
C: 4.94564 2.00504 -0.97056
C: 3.64885 2.40743 -1.23798
C: 2.58897 1.63018 -0.81893
S: 0.89919 2.18393 -1.01989
O: 0.88663 3.60554 -1.16583
O: 0.23834 1.38182 -2.00085
H: 0.63184 -3.22975 -1.95778
H: -0.42884 -3.94880 -3.16953
H: 0.99183 -3.03151 -3.67233
H: -1.06166 -1.67271 -3.97218
H: -0.01491 -0.94206 -2.75991
H: -2.46571 -2.67031 -2.19840
H: -1.38602 -2.03386 -0.96232
H: -1.86536 0.29678 -1.85238
H: -3.08616 -0.41120 -2.90037
H: -3.09066 -0.62732 0.14540
H: -4.28676 -1.32557 -0.93927
H: -5.30993 0.66246 -0.20389
H: -4.71092 1.03951 -1.81635
H: -4.19667 2.92323 -0.49538
H: -2.66086 2.08032 -0.68610
H: -4.48963 1.70202 1.72131
H: -2.81126 1.18847 1.58246
H: -3.74988 4.08766 1.52510
H: -3.21665 3.26894 2.99033
H: -1.49856 4.75406 1.78532
H: -1.44861 3.52522 0.53078
H: -0.34678 3.42663 3.31673
H: -1.05344 1.93299 2.70776
H: 1.01853 3.55201 1.17097
H: 1.42542 2.16073 2.20554
H: -0.44960 -0.07961 -0.00613
H: 0.02202 0.10461 1.67461
H: 2.62475 -2.20399 0.08388
H: -0.96459 -4.48819 0.79175
H: 0.26898 -5.71675 0.37071
H: 1.17301 -5.55481 2.70810
H: -0.53246 -6.02991 2.71391
H: -0.07900 -4.36535 3.10017
H: 4.26798 -0.82784 0.76918
H: 5.78875 2.58981 -1.30311
H: 3.43779 3.32312 -1.76668

Atoms 1-2, force components in eV/Å:
-0.089 0.246 -0.119
-0.045 -0.273 0.190

How do the records compare in highest occupied orbital energy? In the order shown, they have -19.08, -9.23, -9.66 eV.
How do the records compare in E? In the order shown, they have -8509.9509, -6192.5409, -2027.7561 hartree.
How do the records compare in LUMO energy? In the order shown, they have -12.6104, -0.0981, -0.6829 eV.